(1)
7
Properties=species:S:1:pos:R:3 method="wB97M-V/def2-TZVPD" lumo_ev="-1.22 / -1.95" energy_ha=-1137.3143 homo_ev="-8.31 / -7.43" e_above_lowest_kcal_mol=89.46
N 0.23 1.68 -1.84
P 0.43 2.26 -0.41
P 0.21 -1.26 0.80
S -0.96 0.28 1.68
H 0.30 0.83 -2.30
H -1.00 -1.51 0.38
H 0.79 -2.28 1.68



(2)
8
Properties=species:S:1:pos:R:3 method="wB97M-V/def2-TZVPD" lumo_ev="-1.57 / -1.46" energy_ha=-1649.2397 homo_ev="-8.25 / -8.59" e_above_lowest_kcal_mol=29.72
N -1.46 -0.35 0.01
S 1.35 1.47 0.81
S -0.27 -1.10 0.94
S 2.38 0.69 -0.75
S 1.13 -2.01 -0.07
H -1.20 -0.17 -1.09
H -2.35 -0.74 0.16
H 0.43 2.21 -0.01



(3)
6
Properties=species:S:1:pos:R:3 method="wB97M-V/def2-TZVPD" lumo_ev=0.75 smiles=OPO energy_ha=-493.6382 homo_ev=-9.79 e_above_lowest_kcal_mol=8.83
O 1.16 -0.91 0.04
O -0.42 1.01 0.28
P -0.16 -0.23 -0.82
H 1.14 -0.66 0.97
H -0.66 1.79 -0.20
H -1.06 -0.99 -0.27



(4)
7
Properties=species:S:1:pos:R:3 method="wB97M-V/def2-TZVPD" lumo_ev=-0.51 smiles="OP=S.O" energy_ha=-891.8470 homo_ev=-9.13 e_above_lowest_kcal_mol=22.71
O 2.13 -0.05 0.00
O -1.12 0.47 0.08
P -2.28 -0.66 -0.02
S -3.94 0.32 0.04
H 2.67 0.35 -0.69
H -0.19 0.18 0.08
H 2.72 -0.62 0.50



(5)
7
Properties=species:S:1:pos:R:3 method="wB97M-V/def2-TZVPD" lumo_ev=0.72 smiles=OP(O)S energy_ha=-891.8542 homo_ev=-8.96 e_above_lowest_kcal_mol=18.21
O 1.03 1.16 -0.12
O 1.13 -1.31 -0.21
P 0.44 -0.14 0.66
S -1.63 -0.03 0.04
H 0.72 1.90 0.27
H 1.09 -1.46 -1.12
H -2.29 -1.10 0.64



(6)
9
Properties=species:S:1:pos:R:3 method="wB97M-V/def2-TZVPD" lumo_ev=7.52 energy_ha=-1251.5882 charge=-2 homo_ev=0.46 e_above_lowest_kcal_mol=12.76
O 2.33 2.99 -0.45
O 2.48 0.64 0.45
O 2.15 2.57 2.11
P 0.67 -0.45 1.05
P -0.30 1.53 0.88
P 1.96 2.17 0.69
H 0.89 -0.56 -0.28
H -0.76 -1.08 1.02
H -0.39 1.15 -0.68



(7)
8
Properties=species:S:1:pos:R:3 method="wB97M-V/def2-TZVPD" lumo_ev="-0.66 / -0.84" energy_ha=-967.0126 homo_ev="-7.57 / -7.37" e_above_lowest_kcal_mol=101.37
O 1.44 1.16 -0.58
O -0.78 0.90 -1.12
O 0.22 -1.75 0.77
P 0.06 1.53 0.12
S -0.13 -0.81 2.09
H 1.33 0.55 -1.29
H -1.80 0.92 -0.99
H -0.34 -2.50 0.99



(8)
8
Properties=species:S:1:pos:R:3 method="wB97M-V/def2-TZVPD" lumo_ev=-0.29 smiles="O=PSO.O" energy_ha=-967.0372 homo_ev=-9.54 e_above_lowest_kcal_mol=85.99
O 1.41 0.90 -0.45
O -0.38 -0.95 1.12
O 0.16 0.66 -2.55
P 1.59 -0.57 -0.51
S 0.50 -0.93 -2.18
H 0.16 1.00 -1.65
H -0.26 -1.42 1.87
H 0.19 -0.18 1.24